(1)
DFT (ωB97M-V with the def2-TZVPD basis set) results for C8H15OP in the gas phase in a non-equilibrium geometry.

Element x y z (Å)
1 C 1.99 0.37 1.84
2 C 0.81 0.86 2.00
3 C 2.27 -0.42 0.63
4 C -0.44 -0.66 -0.22
5 C -0.28 1.73 2.55
6 C -2.32 -0.01 -1.76
7 C 1.86 -0.90 -2.08
8 C -1.65 0.20 -0.38
9 O 1.04 1.51 -0.84
10 P 1.03 0.07 -0.65
11 H 2.72 0.22 2.55
12 H 3.30 -0.28 0.29
13 H 2.13 -1.46 0.77
14 H -0.52 -1.76 -0.39
15 H -1.23 1.22 2.63
16 H -0.50 2.67 1.99
17 H -0.04 1.92 3.59
18 H -2.55 -0.97 -2.16
19 H -1.52 0.45 -2.48
20 H -3.30 0.53 -1.70
21 H 1.61 -1.97 -2.08
22 H 1.54 -0.30 -2.97
23 H 2.85 -0.71 -2.26
24 H -2.37 -0.13 0.34
25 H -1.40 1.27 -0.17

Maximum force = 4.876 eV Å⁻¹

=====

(2)
DFT (ωB97M-V with the def2-TZVPD basis set) results for C8H15P in the gas phase in a non-equilibrium geometry.

Element x y z (Å)
1 C -2.79 -0.68 -0.88
2 C -2.20 -0.73 0.28
3 C 0.43 0.30 -0.95
4 C -0.55 1.18 -0.18
5 C 1.60 -0.16 0.05
6 C -1.38 0.37 0.78
7 C 2.83 0.67 -0.16
8 C -1.20 0.70 2.02
9 P 1.90 -2.04 -0.05
10 H -3.52 -1.48 -1.14
11 H -2.60 -0.04 -1.74
12 H -2.28 -1.54 0.99
13 H -0.30 -0.46 -1.14
14 H 0.80 0.69 -1.92
15 H -0.28 1.96 0.48
16 H -1.30 1.52 -0.89
17 H 1.25 0.07 1.02
18 H 3.43 0.60 -1.07
19 H 3.62 0.46 0.62
20 H 2.36 1.69 0.16
21 H 0.61 -2.45 0.23
22 H -1.75 0.34 2.80
23 H -0.38 1.45 2.16
24 H 1.70 -2.40 -1.48

Maximum force = 3.780 eV Å⁻¹
SMILES = C=CC(=C)CC[C@H](C)P

=====

(3)
DFT (ωB97M-V with the def2-TZVPD basis set) results for a molecular structure, C8H16AlO10P in a non-equilibrium geometry.

Element x y z (Å)
1 Al 0.61 0.52 0.76
2 P -1.22 -0.59 1.91
3 O 0.14 -0.49 2.69
4 O -0.78 -1.26 0.62
5 O -1.59 0.91 1.71
6 O -2.31 -1.44 2.65
7 C 1.43 -2.31 -2.25
8 C 2.79 -2.60 -1.63
9 O 2.70 -2.94 -0.30
10 C 2.14 -2.12 0.68
11 O 1.69 -0.98 0.38
12 O 2.23 -2.79 1.89
13 C 1.57 -2.28 3.02
14 H 1.41 -2.94 -3.14
15 H 1.19 -1.35 -2.70
16 H 0.62 -2.70 -1.64
17 H 3.30 -1.64 -1.73
18 H 3.39 -3.36 -2.13
19 H 2.20 -1.43 3.29
20 H 1.60 -3.11 3.72
21 H 0.54 -2.06 2.73
22 C -3.09 0.75 -1.11
23 C -2.25 1.47 -2.16
24 O -1.68 2.69 -1.74
25 C -0.94 2.85 -0.65
26 O -0.29 1.99 -0.09
27 O -0.99 4.11 -0.41
28 C -0.23 4.63 0.66
29 H -3.39 -0.23 -1.46
30 H -3.98 1.29 -0.80
31 H -2.47 0.55 -0.24
32 H -2.87 1.78 -3.00
33 H -1.41 0.83 -2.41
34 H 0.78 4.23 0.70
35 H -0.76 4.30 1.55
36 H -0.07 5.71 0.64

Maximum force = 7.548 eV Å⁻¹

=====

(4)
DFT (ωB97M-V with the def2-TZVPD basis set) results for a molecular structure, C8H16Br in a non-equilibrium geometry.

Element x y z (Å)
1 Br -1.18 1.61 0.96
2 H -3.20 -0.54 1.27
3 C -3.66 -1.57 1.56
4 C -4.27 -1.28 2.94
5 C -4.72 -2.07 0.57
6 C -2.42 -2.45 1.49
7 C -1.33 -2.07 0.76
8 C -0.01 -2.79 0.88
9 C -1.54 -0.91 -0.15
10 C -2.48 -3.74 2.24
11 H -3.54 -0.72 3.56
12 H -5.12 -0.58 2.81
13 H -4.61 -2.19 3.49
14 H -4.30 -2.18 -0.44
15 H -5.13 -3.06 0.88
16 H -5.56 -1.36 0.47
17 H 0.81 -2.21 0.49
18 H 0.22 -2.98 1.93
19 H 0.06 -3.77 0.40
20 H -0.77 -0.02 0.00
21 H -1.80 -1.22 -1.16
22 H -2.52 -0.43 0.17
23 H -3.51 -3.88 2.61
24 H -2.23 -4.60 1.62
25 H -1.82 -3.76 3.12

Spin multiplicity = 2
⟨S²⟩ = 0.7553
Maximum force = 2.722 eV Å⁻¹

=====

Quick rundown of E_tot, same order as above: -19870.986; -17824.751; -44915.370; -78595.363 eV